Record 1
Molecular formula: C36H34BBaCl3N12OS3SbSi
Method: DFT, wB97M-V/def2-TZVPD

Cartesian coordinates (Å):
1 Ba 0.38420 -0.29738 -0.04083
2 C 3.67463 1.66364 0.93836
3 C 2.85134 1.05127 2.02614
4 C 3.27634 0.38693 3.19546
5 C 2.11662 0.03943 3.84137
6 N 1.07103 0.47749 3.11094
7 N 1.52766 1.09876 1.98075
8 B -0.44578 0.39504 3.43658
9 N -0.98987 -1.05050 3.16464
10 C -1.31762 -1.99267 4.06851
11 C -1.67162 -3.13801 3.39572
12 C -1.50876 -2.81729 2.04336
13 C -1.73926 -3.69800 0.85504
14 N -1.09250 -1.56104 1.90247
15 N -1.22234 1.44679 2.59022
16 C -1.63499 2.66250 2.99935
17 C -2.21510 3.30493 1.92945
18 C -2.10047 2.39499 0.86408
19 C -2.51051 2.56759 -0.56523
20 N -1.50629 1.28143 1.27098
21 N -0.73689 0.72119 4.91425
22 C -1.96884 0.69927 5.46521
23 C -1.85531 1.10665 6.77090
24 C -0.47737 1.36997 6.93383
25 C 0.24104 1.84664 8.15919
26 N 0.18946 1.13981 5.81525
27 H 4.57905 1.07693 0.77127
28 H 3.97168 2.68090 1.20096
29 H 3.12185 1.73150 -0.00137
30 H 4.28564 0.17151 3.50245
31 H 1.96017 -0.48494 4.76977
32 H -1.26210 -1.78797 5.12410
33 H -1.98317 -4.07924 3.81617
34 H -1.89683 -4.72539 1.18252
35 H -0.88113 -3.70498 0.17890
36 H -2.61973 -3.38223 0.29127
37 H -1.48250 2.98330 4.01649
38 H -2.64579 4.29242 1.91190
39 H -3.41090 3.17843 -0.64090
40 H -2.70689 1.60795 -1.04591
41 H -1.71956 3.05164 -1.14259
42 H -2.82868 0.40353 4.88556
43 H -2.64305 1.20809 7.49920
44 H -0.45703 1.97214 8.98706
45 H 0.73259 2.80370 7.98055
46 H 1.00947 1.13650 8.46663
47 C -1.17097 -10.08196 -10.45244
48 O 0.05872 -9.59736 -9.94399
49 C 0.00546 -8.63984 -8.97633
50 C -1.17266 -8.12990 -8.44713
51 C -1.10092 -7.15029 -7.45890
52 C 0.11258 -6.67560 -6.99516
53 C 1.28634 -7.20171 -7.53808
54 C 1.23589 -8.17093 -8.51526
55 C 0.19880 -5.63172 -5.95699
56 N 1.30568 -5.13573 -5.46548
57 C 0.89171 -4.19146 -4.54670
58 C -0.46720 -4.12606 -4.49173
59 N -0.91108 -5.06023 -5.40231
60 C -1.19399 -3.24673 -3.62465
61 C -2.58802 -3.15138 -3.53758
62 C -3.15923 -2.26472 -2.66129
63 C -2.31327 -1.49735 -1.85832
64 N -0.99757 -1.57439 -1.92648
65 C -0.42108 -2.41052 -2.81394
66 C 1.05222 -2.41570 -2.90282
67 N 1.72252 -1.51773 -2.15080
68 C 3.03958 -1.50937 -2.20229
69 C 3.78109 -2.41429 -2.97283
70 C 3.10654 -3.31904 -3.74837
71 C 1.70551 -3.31922 -3.73762
72 H -0.91825 -10.81336 -11.21420
73 H -1.75802 -9.27854 -10.90342
74 H -1.76084 -10.56467 -9.66970
75 H -2.13826 -8.47433 -8.78197
76 H -2.03284 -6.76819 -7.05910
77 H 2.23618 -6.83058 -7.17487
78 H 2.14107 -8.58306 -8.94149
79 H -1.86480 -5.25809 -5.64301
80 H -3.21760 -3.77221 -4.16542
81 H -4.23152 -2.15351 -2.58429
82 H -2.72532 -0.80375 -1.12869
83 H 3.54580 -0.76738 -1.59312
84 H 4.86106 -2.38851 -2.93866
85 H 3.62854 -4.03622 -4.36902
86 S -0.82809 0.20075 -5.01689
87 Sb 0.02480 2.34040 -4.15262
88 S -2.21674 1.37512 -3.91007
89 S 1.20548 1.90958 -2.25286
90 Cl 2.00648 -3.45349 2.98557
91 Si 2.24586 -2.54222 1.03738
92 Cl 4.43263 -2.48926 0.91898
93 Cl 1.89866 -4.34547 -0.18871

Results
Charge   -1
Kohn-Sham gap   6.9 eV
M   1151.297 g mol⁻¹
Relative energy (zero: lowest compared OMol25 entry of this formula, charge and spin)   0.0 kcal/mol

Record 2
Molecular formula: C4H3F
Method: DFT, wB97M-V/def2-TZVPD

Cartesian coordinates (Å):
1 C 2.15691 -0.34601 -0.06703
2 C 0.95602 -0.33026 -0.04996
3 C -0.44404 -0.30257 -0.06871
4 C -1.29589 0.67534 -0.04211
5 F -1.14877 -1.43625 -0.02145
6 H 3.17126 -0.22116 0.19234
7 H -1.13926 1.73110 0.02229
8 H -2.25626 0.22981 0.03464

Results
Kohn-Sham gap   10.3 eV
Structure (SMILES)   C#CC(=C)F
M   70.066 g mol⁻¹
Relative energy (zero: lowest compared OMol25 entry of this formula, charge and spin)   12.9 kcal/mol

Record 3
Molecular formula: C2H7N2S2
Method: DFT, wB97M-V/def2-TZVPD

Cartesian coordinates (Å):
1 C -2.10997 -0.28598 0.13732
2 C 1.60875 -0.12367 0.30101
3 N -1.02290 0.38112 -0.06959
4 N 2.20807 -0.87767 -0.61618
5 S -3.51889 0.70898 0.21074
6 S 1.91113 1.50875 0.61848
7 H -2.31384 -1.38634 0.12499
8 H 0.83257 -0.52815 0.87937
9 H -1.01661 1.33155 -0.03549
10 H 2.07457 -1.90628 -0.60659
11 H -4.44711 -0.18430 0.48861
12 H 3.05335 -0.62775 -1.04655
13 H 2.74088 1.98974 -0.38612

Results
Charge   +1
Kohn-Sham gap   8.0 eV
M   123.226 g mol⁻¹
Relative energy (zero: lowest compared OMol25 entry of this formula, charge and spin)   46.0 kcal/mol

Record 4
Molecular formula: C6H14N4O2
Method: DFT, wB97M-V/def2-TZVPD

Cartesian coordinates (Å):
1 H 3.66226 0.60037 2.17228
2 N 4.20461 0.51145 1.25772
3 C 3.47099 0.05579 0.27053
4 N 3.89471 0.36220 -0.96861
5 N 2.29491 -0.72332 0.26079
6 C 1.41139 -0.72042 -0.86840
7 C -0.05839 -0.64868 -0.35857
8 C -0.61996 0.76797 0.11137
9 C -2.09780 0.73652 -0.23460
10 N -2.94519 1.90568 0.00885
11 C -2.80202 -0.50327 0.24753
12 O -2.43314 -1.56326 0.66508
13 O -4.06170 -0.53412 -0.14155
14 H 3.85373 -0.37042 -1.68973
15 H 4.67522 1.08560 -0.97634
16 H 1.71804 -1.00707 1.14150
17 H 1.79400 -0.08370 -1.57180
18 H 1.36087 -1.66646 -1.25243
19 H -0.16737 -1.34534 0.49654
20 H -0.62763 -1.05968 -1.05085
21 H -0.58103 0.88994 1.20740
22 H -0.08421 1.60273 -0.27905
23 H -1.97792 0.49826 -1.35688
24 H -2.47071 2.60632 -0.56027
25 H -2.98285 2.12989 1.02297
26 H -4.18228 0.37912 -0.41003

Results
Kohn-Sham gap   8.9 eV
Structure (SMILES)   [H]/N=C(/N)NCCC[C@H](N)C(=O)O
M   174.204 g mol⁻¹
Relative energy (zero: lowest compared OMol25 entry of this formula, charge and spin)   62.3 kcal/mol

Record 5
Molecular formula: C2H8NOPS2
Method: DFT, wB97M-V/def2-TZVPD

Cartesian coordinates (Å):
1 C 0.21559 -1.49005 -1.56664
2 O -0.05534 -1.13115 -0.22403
3 P 0.91551 -0.09612 0.49154
4 N 0.14600 -0.10250 2.23818
5 S 2.77218 -0.66433 0.33288
6 S 0.49008 1.69160 -0.46236
7 C -1.38643 1.67984 -0.19953
8 H 0.70003 -0.57040 -2.15134
9 H -0.72349 -1.65124 -2.03089
10 H 0.90033 -2.27933 -1.48246
11 H 0.36483 -0.87315 2.83660
12 H 0.58949 0.67693 2.65454
13 H -1.40693 0.63279 0.05198
14 H -1.78334 2.01238 -1.13318
15 H -1.73851 2.16472 0.64471

Results
Kohn-Sham gap   9.4 eV
Structure (SMILES)   CO[P@@](N)(=S)SC
M   157.200 g mol⁻¹
Relative energy (zero: lowest compared OMol25 entry of this formula, charge and spin)   23.6 kcal/mol

Record 6
Molecular formula: C2H5N3S
Method: DFT, wB97M-V/def2-TZVPD

Cartesian coordinates (Å):
1 C -0.07837 -0.39694 2.22628
2 N -0.74582 0.38191 1.47022
3 N -0.25481 0.58764 0.21106
4 C 0.23527 -0.46615 -0.57455
5 N 0.55201 -0.39731 -1.79281
6 S 0.27683 1.18934 -2.46794
7 H -0.54447 -0.57452 3.20167
8 H 0.83454 -0.90436 1.88300
9 H -0.82416 1.19597 -0.39046
10 H 0.46239 -1.37883 -0.01950
11 H 0.08659 0.76325 -3.74698

Results
Kohn-Sham gap   9.6 eV
Structure (SMILES)   C=NN/C=N\S
M   103.150 g mol⁻¹
Relative energy (zero: lowest compared OMol25 entry of this formula, charge and spin)   63.8 kcal/mol